1.
This record from the OMol25 dataset describes a structure of composition C25H48Cl3N4O3SSiSn in a non-equilibrium geometry. The level of theory is wB97M-V/def2-TZVPD.

Structure (ORCA input):
```
! RIJCOSX wB97M-V def2-TZVPD def2/J DEFGRID3
* xyz -1 1
C 2.5672 -1.9387 -7.5467
C 1.7530 -1.4131 -8.6719
H 2.6968 -3.0168 -7.6315
H 2.0696 -1.7477 -6.5918
H 3.5672 -1.4812 -7.4985
C 1.5885 -1.9976 -9.8688
C 2.1896 -3.2742 -10.3323
H 0.9514 -1.4947 -10.5862
H 2.2286 -4.0136 -9.5314
H 3.2198 -3.1247 -10.6730
H 1.6358 -3.7180 -11.1702
Sn -0.0338 0.0166 -0.1858
Cl 1.5938 1.5215 0.8718
Cl 1.2964 -0.5625 -1.8325
C -0.1214 2.2676 -1.8279
O -0.8810 1.5289 -1.0555
N -0.6285 3.2010 -2.5801
C -2.0337 3.2568 -2.9434
C 0.2369 4.2375 -3.1228
H 0.9410 2.1036 -1.8463
H -2.5952 2.6348 -2.2523
H -2.1747 2.8843 -3.9655
H -2.3981 4.2841 -2.8954
H 1.2411 4.1207 -2.7163
H -0.1392 5.2289 -2.8541
H 0.2871 4.1674 -4.2127
H 0.2423 -4.6326 -1.4196
H -0.7538 -2.9334 -3.2475
C -0.7165 -4.5530 -0.8946
C -1.6785 -3.1862 -2.7233
N -1.4081 -3.3452 -1.3082
H -0.5236 -4.5216 0.1769
C -1.5980 -2.3768 -0.4479
O -1.5675 -1.1199 -0.7876
H -2.3873 -2.3712 -2.8592
H -1.8159 -2.6549 0.5722
H -1.3179 -5.4339 -1.1255
H -2.0811 -4.1164 -3.1332
O -0.2756 -0.3262 -7.8978
C 1.0357 -0.1001 -8.4024
C -0.1818 0.8187 -10.4298
C 0.9658 0.7541 -9.6483
H -1.0588 0.2601 -10.1232
C -0.1998 1.5959 -11.5838
H 1.6203 0.4479 -7.6518
C 2.0977 1.4750 -10.0367
H -1.1014 1.6389 -12.1833
C 0.9262 2.3125 -11.9641
C 2.0758 2.2488 -11.1848
H 2.9971 1.4119 -9.4334
H 0.9095 2.9184 -12.8639
H 2.9608 2.8061 -11.4721
Si -0.9854 0.5410 -6.6568
Cl 0.7073 -1.8859 1.3121
C -2.8087 0.2261 -6.8723
C -0.5938 2.3645 -6.8283
C -0.4215 -0.0747 -4.9859
H -3.1110 0.3211 -7.9205
H -3.4093 0.9310 -6.2872
H -3.0764 -0.7842 -6.5446
H -0.6564 -1.1365 -4.8489
H -0.9202 0.4744 -4.1774
H 0.6577 0.0449 -4.8466
H -0.7525 2.7203 -7.8529
H 0.4410 2.5937 -6.5519
H -1.2422 2.9596 -6.1740
C 2.5464 -0.1538 3.6039
N 1.2569 -0.1082 4.3275
C 1.3976 -0.1715 5.7846
C 0.0021 -0.0007 3.6731
S -0.0537 0.0172 2.1767
N -1.3039 0.0773 4.2434
C -1.6852 0.1044 5.6637
C -2.5155 0.1496 3.3807
H 3.4252 -0.2600 4.2690
H 2.7046 0.7874 3.0628
H 2.5816 -1.0177 2.9241
H 1.0506 0.7779 6.2285
H 0.8806 -1.0692 6.1663
H 2.4464 -0.2725 6.1251
H -2.2322 1.0351 5.8914
H -2.3343 -0.7567 5.8982
H -0.8719 0.0635 6.3946
H -2.4722 1.0534 2.7472
H -2.5801 -0.7541 2.7485
H -3.4580 0.2065 3.9636
*
```

Properties
LUMO energy (alpha / beta), hartree: 0.0766 / 0.0764
Orbital gap (alpha / beta), eV: 2.99 / 2.92
HOMO energy (alpha / beta), Eh: -0.0333 / -0.0310

Calculated atomic charges, method Löwdin, unit e: number 1, C, carries -0.0321; number 2, C, carries -0.2330; number 3, H, carries 0.0712; number 4, H, carries 0.0843; number 5, H, carries 0.0948; number 6, C, carries -0.0939; number 7, C, carries -0.0949; number 8, H, carries 0.1042; number 9, H, carries 0.0665; number 10, H, carries 0.0806; number 11, H, carries 0.0725; number 12, Sn, carries 0.1208; number 13, Cl, carries -0.0340; number 14, Cl, carries 0.1361; number 15, C, carries -0.2999; number 16, O, carries -0.2318; number 17, N, carries -0.1624; number 18, C, carries -0.0148; number 19, C, carries -0.0253; number 20, H, carries 0.0719; number 21, H, carries 0.0959; number 22, H, carries 0.0775; number 23, H, carries 0.0917; number 24, H, carries 0.0986; number 25, H, carries 0.0924; number 26, H, carries 0.0802; number 27, H, carries 0.0836; number 28, H, carries 0.0673; number 29, C, carries -0.0730; number 30, C, carries -0.0679; number 31, N, carries -0.2293; number 32, H, carries 0.0658; number 33, C, carries -0.4631; number 34, O, carries -0.3005; number 35, H, carries 0.0816; number 36, H, carries 0.0885; number 37, H, carries 0.0698; number 38, H, carries 0.0733; number 39, O, carries -0.1765; number 40, C, carries -0.3161; number 41, C, carries -0.0404; number 42, C, carries -0.1983; number 43, H, carries 0.1179; number 44, C, carries -0.0821; number 45, H, carries 0.1421; number 46, C, carries -0.0300; number 47, H, carries 0.0991; number 48, C, carries -0.1023; number 49, C, carries -0.0891; number 50, H, carries 0.1189; number 51, H, carries 0.0960; number 52, H, carries 0.0987; number 53, Si, carries 0.4080; number 54, Cl, carries 0.0801; number 55, C, carries -0.1534; number 56, C, carries -0.1509; number 57, C, carries -0.1574; number 58, H, carries 0.0275; number 59, H, carries 0.0291; number 60, H, carries 0.0356; number 61, H, carries 0.0276; number 62, H, carries 0.0263; number 63, H, carries 0.0208; number 64, H, carries 0.0335; number 65, H, carries 0.0328; number 66, H, carries 0.0145; number 67, C, carries -0.1260; number 68, N, carries -0.2030; number 69, C, carries -0.1129; number 70, C, carries -0.7325; number 71, S, carries 0.3875; number 72, N, carries -0.2356; number 73, C, carries -0.1171; number 74, C, carries -0.1351; number 75, H, carries 0.0723; number 76, H, carries 0.0197; number 77, H, carries 0.0350; number 78, H, carries 0.0762; number 79, H, carries 0.0796; number 80, H, carries 0.0711; number 81, H, carries 0.0733; number 82, H, carries 0.0737; number 83, H, carries 0.0370; number 84, H, carries 0.0678; number 85, H, carries 0.0694; number 86, H, carries 0.0745

***

2.
This record from the OMol25 dataset describes a structure of composition C18H18F3N8O6PtS2. The level of theory is wB97M-V/def2-TZVPD.

Structure (ORCA input):
```
! RIJCOSX wB97M-V def2-TZVPD def2/J DEFGRID3
* xyz -1 3
Pt 0.0436 -0.0705 0.0925
F -0.2215 3.9802 2.4384
C -0.7751 3.1241 1.5929
F -1.8495 3.6929 1.0356
F 0.1044 2.8758 0.6037
S -1.2332 1.5868 2.4644
O 0.0237 1.0598 2.9268
O -2.2028 2.0086 3.4273
O -1.8223 0.7443 1.3567
O -3.2253 -2.3156 -7.5776
S -3.9193 -1.2318 -8.2447
O -3.0653 -0.3247 -8.9921
O -5.1598 -1.5943 -8.8900
C -4.4199 -0.1453 -6.8827
N -5.4949 0.6406 -7.0378
C -5.7534 1.4913 -6.0582
C -4.9851 1.5868 -4.9079
C -3.9191 0.7135 -4.8334
N -3.6342 -0.1402 -5.8015
C -2.9945 0.6390 -3.6578
C -1.9285 -0.2577 -3.7000
C -1.0940 -0.3536 -2.6162
N -1.2616 0.3749 -1.4927
C -2.2715 1.2525 -1.4541
C -3.1431 1.4076 -2.5138
H -6.6194 2.1328 -6.1915
H -5.2241 2.3036 -4.1358
H -1.7814 -0.8634 -4.5849
H -0.2450 -1.0256 -2.6261
H -2.3903 1.8167 -0.5420
H -3.9402 2.1305 -2.4166
C -2.7577 -2.7934 3.3729
C -1.6484 -3.0673 2.3649
C -1.6944 -4.5254 1.9221
C -0.2876 -2.7481 2.9892
N -1.9820 -2.2102 1.2041
N -0.9179 -2.0679 0.2454
H -2.6536 -3.4602 4.2284
H -3.7367 -2.9537 2.9186
H -2.7089 -1.7644 3.7381
H -1.5073 -5.1812 2.7736
H -0.9291 -4.7506 1.1732
H -2.6698 -4.7644 1.4969
H -0.2090 -3.2049 3.9757
H -0.1427 -1.6723 3.1070
H 0.5419 -3.1525 2.4025
H -2.2186 -1.2696 1.5080
H -1.3034 -2.2829 -0.6700
H -0.1849 -2.7423 0.4483
N 1.7650 -0.6429 0.9468
C 2.5378 -0.8481 1.7994
C 3.4503 -1.1256 2.7721
C 4.5151 -0.2093 3.0330
N 5.3780 0.5236 3.2407
C 3.3217 -2.3431 3.5097
N 3.2007 -3.3233 4.1021
*
```

Properties
LUMO energy (alpha / beta), hartree: 0.0277 / -0.0335
Orbital gap (alpha / beta), eV: 6.72 / 5.06
HOMO energy (alpha / beta), Eh: -0.2193 / -0.2193

Calculated atomic charges, method natural (NBO), unit e: number 1, Pt, carries 1.1348; number 2, F, carries -0.3000; number 3, C, carries 0.6882; number 4, F, carries -0.3195; number 5, F, carries -0.3293; number 6, S, carries 2.3328; number 7, O, carries -0.9566; number 8, O, carries -0.9244; number 9, O, carries -1.0294; number 10, O, carries -1.0045; number 11, S, carries 2.3996; number 12, O, carries -1.0010; number 13, O, carries -0.9912; number 14, C, carries 0.1505; number 15, N, carries -0.4035; number 16, C, carries 0.0786; number 17, C, carries -0.2979; number 18, C, carries 0.1681; number 19, N, carries -0.4344; number 20, C, carries 0.0233; number 21, C, carries -0.1637; number 22, C, carries 0.0084; number 23, N, carries -0.5195; number 24, C, carries 0.0618; number 25, C, carries -0.2290; number 26, H, carries 0.1894; number 27, H, carries 0.2107; number 28, H, carries 0.2779; number 29, H, carries 0.2089; number 30, H, carries 0.2402; number 31, H, carries 0.2286; number 32, C, carries -0.6112; number 33, C, carries 0.0939; number 34, C, carries -0.6151; number 35, C, carries -0.6514; number 36, N, carries -0.4793; number 37, N, carries -0.6371; number 38, H, carries 0.2175; number 39, H, carries 0.2193; number 40, H, carries 0.2208; number 41, H, carries 0.2186; number 42, H, carries 0.1963; number 43, H, carries 0.2202; number 44, H, carries 0.2350; number 45, H, carries 0.2354; number 46, H, carries 0.2006; number 47, H, carries 0.3958; number 48, H, carries 0.3884; number 49, H, carries 0.3908; number 50, N, carries -0.6313; number 51, C, carries 0.5151; number 52, C, carries -0.5362; number 53, C, carries 0.2996; number 54, N, carries -0.3362; number 55, C, carries 0.3054; number 56, N, carries -0.3527

***

3.
This record from the OMol25 dataset describes a cluster of 2 separate species, C4H5N3 in total in a non-equilibrium geometry. The level of theory is wB97M-V/def2-TZVPD.

Structure (ORCA input):
```
! RIJCOSX wB97M-V def2-TZVPD def2/J DEFGRID3
* xyz 0 1
N -1.9383 -1.7279 -0.2903
C -1.7248 -1.0326 0.6269
C 1.1026 -0.2512 -0.4019
C 0.3082 0.8433 -1.0308
N -0.4186 1.4498 0.0487
C -0.4239 0.5905 1.0071
N 0.6728 -0.3838 0.7964
H 1.8221 -0.9285 -0.8480
H 0.8838 1.5423 -1.6438
H -0.3965 0.2864 -1.6908
H -0.7403 0.7869 2.0204
H 0.8529 -1.1752 1.4061
*
```

Properties
LUMO energy, hartree: -0.0279
Orbital gap, eV: 8.14
HOMO energy, Eh: -0.3269

Calculated atomic charges, method natural (NBO), unit e: number 1, N, carries -0.5732; number 2, C, carries -0.1048; number 3, C, carries 0.2584; number 4, C, carries -0.3419; number 5, N, carries -0.4715; number 6, C, carries 0.2378; number 7, N, carries -0.4458; number 8, H, carries 0.2342; number 9, H, carries 0.2462; number 10, H, carries 0.2783; number 11, H, carries 0.2329; number 12, H, carries 0.4494

***

4.
This record from the OMol25 dataset describes the molecule C3H4Br2S. The level of theory is wB97M-V/def2-TZVPD.

Structure (ORCA input):
```
! RIJCOSX wB97M-V def2-TZVPD def2/J DEFGRID3
* xyz 0 1
C -0.3380 -1.6587 0.3819
C 0.5109 0.6472 -0.1290
C -0.4253 -0.4801 -0.5148
S -0.1393 -3.1644 -0.1572
Br 2.3665 0.0756 -0.3562
Br -2.2796 0.2381 -0.3647
H -0.4285 -1.4535 1.4459
H 0.3889 0.9275 0.9174
H 0.3659 1.5183 -0.7669
H -0.3018 -0.7717 -1.5605
*
```

Properties
LUMO energy, hartree: -0.0339
Orbital gap, eV: 8.31
HOMO energy, Eh: -0.3392

Calculated atomic charges, method natural (NBO), unit e: number 1, C, carries -0.3028; number 2, C, carries -0.4454; number 3, C, carries -0.3147; number 4, S, carries 0.1301; number 5, Br, carries 0.0027; number 6, Br, carries 0.0040; number 7, H, carries 0.2046; number 8, H, carries 0.2293; number 9, H, carries 0.2423; number 10, H, carries 0.2498

***

E_tot values (in a.u.) by entry order: -3708.539053; -2801.506287; -319.561701; -5662.904643.
ΔE to the lowest compared entry with this formula, charge and spin values (in eV) by entry order: 6.5334; 0.2530; 4.0955; 0.0000.